Entry 1:
# C39H33F12NOP4S4SbSr

C39H33F12NOP4S4SbSr as an isolated structure (ωB97M-V/def2-TZVPD, the Open Molecules 2025 dataset).

Each line ends with the Löwdin charge.
Atoms and positions in Å:
Sr: 0.2887 -2.3600 -1.2853  1.249
O: -0.6007 1.9714 -0.7630  -0.047
C: 0.3852 2.7959 -1.2923  -0.299
C: 0.6506 2.7778 -2.6502  -0.003
C: 1.6797 3.5678 -3.1370  -0.057
C: 2.4233 4.3538 -2.2664  -0.082
C: 2.1473 4.3475 -0.9074  -0.070
C: 1.1150 3.5654 -0.3925  -0.297
P: 0.6193 3.4721 1.3716  1.126
C: 1.8113 4.6643 2.0963  -0.393
C: 1.3874 5.9875 2.2260  -0.116
C: 2.2328 6.9595 2.7387  -0.095
C: 3.5150 6.6153 3.1482  -0.099
C: 3.9406 5.3002 3.0398  -0.084
C: 3.0957 4.3301 2.5152  -0.081
C: 1.3998 1.8965 1.8691  -0.387
C: 1.1824 1.4898 3.1825  -0.117
C: 1.8026 0.3536 3.6832  -0.079
C: 2.6287 -0.3993 2.8642  -0.128
C: 2.8300 -0.0193 1.5450  -0.097
C: 2.2207 1.1226 1.0480  -0.073
C: -1.8941 2.1539 -1.1873  -0.288
C: -2.3303 3.3321 -1.7766  -0.001
C: -3.6611 3.4525 -2.1421  -0.073
C: -4.5516 2.4148 -1.9151  -0.083
C: -4.1071 1.2510 -1.3070  -0.059
C: -2.7755 1.1045 -0.9294  -0.292
P: -2.1177 -0.4084 -0.1478  1.104
C: -2.0915 0.0464 1.6301  -0.362
C: -2.3757 1.3222 2.1046  -0.089
C: -2.3604 1.5827 3.4686  -0.097
C: -2.0616 0.5732 4.3718  -0.099
C: -1.7651 -0.7005 3.9049  -0.079
C: -1.7776 -0.9590 2.5445  -0.138
C: -3.5726 -1.5197 -0.2240  -0.378
C: -4.5108 -1.6330 0.8023  -0.083
C: -5.5926 -2.4906 0.6719  -0.082
C: -5.7526 -3.2395 -0.4865  -0.085
C: -4.8326 -3.1259 -1.5171  -0.065
C: -3.7493 -2.2700 -1.3849  -0.101
H: 0.0644 2.1488 -3.3053  0.102
H: 1.9031 3.5522 -4.1955  0.109
H: 3.2307 4.9680 -2.6445  0.099
H: 2.7405 4.9584 -0.2394  0.100
H: 0.3819 6.2550 1.9205  0.096
H: 1.8895 7.9826 2.8267  0.098
H: 4.1760 7.3682 3.5584  0.097
H: 4.9367 5.0237 3.3622  0.101
H: 3.4412 3.3069 2.4332  0.105
H: 0.5277 2.0740 3.8190  0.096
H: 1.6232 0.0441 4.7051  0.105
H: 3.0851 -1.3026 3.2474  0.055
H: 3.4533 -0.6225 0.8948  0.099
H: 2.3976 1.4210 0.0212  0.109
H: -1.6330 4.1385 -1.9540  0.121
H: -3.9987 4.3686 -2.6102  0.103
H: -5.5889 2.5090 -2.2079  0.100
H: -4.7994 0.4392 -1.1281  0.103
H: -2.6125 2.1232 1.4159  0.099
H: -2.5793 2.5831 3.8213  0.103
H: -2.0520 0.7791 5.4350  0.100
H: -1.5170 -1.4958 4.5963  0.108
H: -1.5612 -1.9623 2.1938  0.046
H: -4.3923 -1.0554 1.7105  0.103
H: -6.3086 -2.5765 1.4796  0.100
H: -6.5912 -3.9176 -0.5831  0.100
H: -4.9417 -3.7163 -2.4170  0.110
H: -3.0405 -2.1872 -2.2001  0.092
S: 5.8886 -5.1907 1.7489  -0.296
Sb: 4.1070 -4.3609 2.8344  0.400
S: 0.7913 -2.9807 1.6010  -0.010
S: 2.2267 -4.3167 1.0945  -0.316
S: 2.2232 -5.9329 2.3907  -0.024
C: 3.4938 -5.8435 -2.0191  -0.083
C: 4.3297 -4.6054 -1.6748  -0.222
C: 3.5240 -3.3887 -1.6447  -0.231
N: 2.8968 -2.4262 -1.6072  0.090
H: 4.1497 -6.7124 -2.0241  0.081
H: 3.0158 -5.7461 -2.9920  0.082
H: 2.7134 -6.0077 -1.2783  0.048
H: 5.1247 -4.4455 -2.4058  0.123
H: 4.7970 -4.7120 -0.6902  0.026
F: 0.6325 -4.6605 -2.1837  -0.299
P: -0.7098 -5.6219 -1.8106  0.171
F: 0.0049 -5.9797 -0.4237  -0.162
F: -2.0124 -6.4361 -1.4064  -0.115
F: -1.3755 -5.1392 -3.1818  -0.129
F: -0.0188 -6.8605 -2.5310  -0.118
F: -1.3305 -4.2471 -1.0844  -0.293
F: -0.9791 -1.9515 -3.4406  -0.278
P: -0.2304 -0.7365 -4.3084  0.166
F: -1.1410 -1.0627 -5.5666  -0.111
F: 0.5334 0.4525 -5.0477  -0.124
F: 0.6820 -0.4625 -2.9313  -0.284
F: 0.8788 -1.8000 -4.7621  -0.133
F: -1.3262 0.2884 -3.7255  -0.137

Forces on atoms 1 to 3 (eV/Å):
Sr -0.050 0.124 -0.081
O 0.013 0.047 -0.068
C -0.066 -0.047 0.046

- LUMO level: 1.777 eV
- Net charge: -1
- F_max: 0.0037 Eh/bohr

Entry 2:
# C16H36AsCsF6O4PS

C16H36AsCsF6O4PS as an isolated structure (ωB97M-V/def2-TZVPD, the Open Molecules 2025 dataset).

Each line ends with the Löwdin charge.
Atoms and positions in Å:
Cs: -3.2687 -2.9963 1.0422  1.080
S: -3.3650 -1.7905 -2.4020  0.193
O: -4.3410 -1.6032 -1.2815  -0.593
O: -2.0461 -2.2455 -1.7722  -0.570
O: -3.8528 -2.8305 -3.3157  -0.413
O: -3.1315 -0.5074 -3.1041  -0.425
C: 4.1922 -2.5396 -2.6654  -0.119
C: 3.2729 -1.9085 -1.6397  -0.269
C: 1.8055 -2.2225 -1.9450  -0.217
C: 0.7990 -1.8612 -0.8531  -0.270
P: 0.2411 -0.1706 -0.7966  1.033
C: 1.6217 0.8530 -0.2505  -0.288
C: 2.2222 0.4984 1.1015  -0.239
C: 3.4997 1.2974 1.3810  -0.278
C: 4.0911 0.9252 2.7144  -0.116
C: -0.2926 0.3582 -2.4189  -0.258
C: 0.7226 1.1008 -3.2983  -0.222
C: 0.6286 2.6366 -3.1965  -0.263
C: -0.7357 3.2560 -3.4383  -0.098
C: -1.0788 0.0136 0.4441  -0.265
C: -1.2662 1.4582 0.7891  -0.252
C: -2.2304 1.6330 1.9822  -0.227
C: -1.5741 1.2353 3.2919  -0.121
H: 5.2531 -2.6104 -2.4147  0.068
H: 4.1067 -2.0299 -3.6340  0.077
H: 3.9173 -3.5767 -2.9003  0.075
H: 3.4830 -0.8476 -1.5336  0.084
H: 3.4925 -2.3586 -0.6575  0.111
H: 1.7030 -3.2720 -2.2045  0.119
H: 1.5202 -1.6505 -2.8394  0.111
H: 1.2153 -2.1023 0.1393  0.096
H: -0.0666 -2.5141 -0.9652  0.073
H: 1.3351 1.9050 -0.3428  0.090
H: 2.4123 0.8031 -1.0106  0.078
H: 2.4305 -0.5651 1.1762  0.104
H: 1.5229 0.8498 1.8718  0.108
H: 3.2985 2.3750 1.3576  0.114
H: 4.2197 1.1566 0.5623  0.110
H: 4.3885 -0.1301 2.7003  0.076
H: 3.3378 1.0120 3.4975  0.078
H: 4.9840 1.4996 2.9497  0.071
H: -1.1188 1.0334 -2.2107  0.073
H: -0.7125 -0.5174 -2.9002  0.081
H: 0.4542 0.8156 -4.3172  0.121
H: 1.7489 0.8196 -3.0553  0.085
H: 1.4068 3.0375 -3.8546  0.105
H: 0.9389 2.9321 -2.1802  0.090
H: -1.1029 3.1288 -4.4566  0.082
H: -0.6725 4.3298 -3.2415  0.072
H: -1.4870 2.8623 -2.7541  0.065
H: -0.6482 -0.5386 1.2908  0.096
H: -1.9959 -0.4717 0.0746  0.062
H: -1.6589 2.0428 -0.0482  0.116
H: -0.3167 1.9343 1.0620  0.090
H: -3.0653 0.9451 1.8048  0.119
H: -2.6139 2.6456 2.0812  0.110
H: -2.1552 1.4930 4.1749  0.067
H: -0.6364 1.8090 3.4124  0.072
H: -1.3197 0.1783 3.3631  0.065
As: -4.8041 -1.5672 5.1124  0.631
F: -5.9009 -0.4134 4.5077  -0.237
F: -4.9173 -0.9265 6.6841  -0.238
F: -3.6786 -2.7579 5.6573  -0.261
F: -4.6174 -2.2137 3.5017  -0.408
F: -3.4847 -0.4937 4.7706  -0.259
F: -6.1092 -2.6404 5.4004  -0.245

Forces on atoms 1 to 3 (eV/Å):
Cs -0.297 0.161 -0.548
S -0.403 -0.224 -0.426
O 0.470 0.024 0.406

- LUMO level: 1.595 eV
- Net charge: -1
- F_max: 0.0333 Eh/bohr

Entry 3:
# C50H116F2O28

A 13-piece molecular cluster, C50H116F2O28 overall (ωB97M-V/def2-TZVPD, the Open Molecules 2025 dataset).

Each line ends with the Löwdin charge.
Atoms and positions in Å:
C: 6.6314 -5.4994 -0.5880  -0.041
C: 6.3127 -4.6367 0.6379  -0.296
O: 5.3092 -3.7926 0.1346  0.145
C: 4.7348 -4.3056 -0.9230  -0.555
O: 3.7211 -3.8747 -1.4937  0.104
O: 5.5247 -5.2521 -1.4172  0.070
F: 7.3292 -3.8752 1.0611  0.096
H: 6.5433 -6.5323 -0.2511  0.138
H: 7.5834 -5.3370 -1.0933  0.148
H: 6.0341 -5.2604 1.4874  0.173
C: 1.0378 3.1692 0.7991  -0.083
C: 2.4557 2.6785 0.8643  -0.395
O: 3.1068 3.6769 1.5903  0.123
C: 2.3079 4.8301 1.4541  -0.465
O: 2.6681 5.9384 1.8595  0.126
O: 1.1025 4.5607 0.9354  0.099
F: 2.9700 2.6311 -0.3312  0.105
H: 0.4603 2.7122 1.6026  0.138
H: 0.6202 2.8063 -0.1400  0.120
H: 2.5755 1.6928 1.3138  0.162
C: 1.5554 -5.6510 1.9436  -0.101
O: 0.1848 -5.3242 1.7940  -0.191
C: -0.0225 -3.9402 2.0999  -0.187
C: -1.5258 -3.5308 2.0919  -0.143
O: -2.2126 -3.3430 0.8327  -0.196
C: -2.2418 -4.4959 0.1238  -0.156
H: 1.7148 -5.5800 3.0196  0.092
H: 2.2567 -5.0493 1.3656  0.077
H: 1.7705 -6.6694 1.6199  0.088
H: 0.5979 -3.3333 1.4405  0.110
H: 0.3516 -3.7123 3.0980  0.113
H: -1.7084 -2.5724 2.5778  0.115
H: -1.9924 -4.3014 2.7056  0.126
H: -1.2928 -4.8569 -0.2723  0.091
H: -2.7740 -4.4469 -0.8261  0.077
H: -2.5577 -5.2777 0.8145  0.099
C: 0.1632 2.8272 -3.0096  -0.082
O: -0.2623 4.1426 -3.3278  -0.163
C: 0.1015 5.2115 -2.4885  -0.216
C: 0.2488 6.5077 -3.3593  -0.157
O: -0.7638 6.7705 -4.4102  -0.159
C: -1.9664 7.0778 -3.7315  -0.142
H: -0.0701 2.2157 -3.8812  0.065
H: -0.3579 2.3262 -2.1938  0.074
H: 1.2434 2.8513 -2.8656  0.093
H: 0.9313 5.1512 -1.7844  0.114
H: -0.6721 5.4323 -1.7530  0.110
H: 1.1307 6.3180 -3.9712  0.115
H: 0.5110 7.3054 -2.6643  0.119
H: -2.6099 7.4075 -4.5472  0.083
H: -1.9402 7.9483 -3.0761  0.087
H: -2.5261 6.2666 -3.2660  0.085
C: -6.3764 -1.3640 -2.7582  -0.103
O: -5.1503 -1.4128 -2.0549  -0.210
C: -4.2606 -2.2887 -2.7137  -0.188
C: -2.6940 -2.0713 -2.4117  -0.167
O: -2.0571 -0.8742 -2.8162  -0.192
C: -2.0273 -0.6089 -4.2165  -0.083
H: -6.7604 -2.3798 -2.8515  0.096
H: -6.2532 -0.7834 -3.6724  0.086
H: -7.0805 -0.7586 -2.1873  0.081
H: -4.3256 -2.2445 -3.8008  0.105
H: -4.5399 -3.3032 -2.4294  0.118
H: -2.2472 -3.0107 -2.7370  0.120
H: -2.6460 -2.1489 -1.3256  0.095
H: -1.2085 -1.2375 -4.5666  0.075
H: -1.7082 0.3943 -4.4991  0.078
H: -2.9190 -0.8336 -4.8018  0.086
C: 2.2796 -0.8881 4.0089  -0.129
O: 2.4534 -1.0052 5.3763  -0.186
C: 3.0415 0.1938 6.0235  -0.138
C: 3.4530 -0.0527 7.4600  -0.227
O: 4.5644 -0.9254 7.5685  -0.179
C: 4.8364 -1.3610 8.8974  -0.100
H: 3.1335 -0.5866 3.4023  0.068
H: 1.4516 -0.1796 3.9855  0.076
H: 1.7153 -1.7392 3.6276  0.071
H: 2.2509 0.9425 5.9731  0.123
H: 3.9479 0.5428 5.5288  0.125
H: 2.6041 -0.4098 8.0430  0.121
H: 3.6354 0.9223 7.9119  0.122
H: 4.0139 -1.9732 9.2674  0.084
H: 5.0662 -0.4822 9.4999  0.088
H: 5.6564 -2.0782 8.8607  0.084
C: -8.4050 3.5976 3.5655  -0.115
O: -7.4989 3.6288 4.6534  -0.171
C: -6.9917 2.3077 4.8645  -0.170
C: -5.7077 1.9764 4.0169  -0.199
O: -4.5423 2.6536 4.4480  -0.174
C: -3.4627 2.6636 3.4512  -0.071
H: -9.2614 2.9484 3.7479  0.081
H: -7.9398 3.3836 2.6032  0.079
H: -8.7933 4.6141 3.6283  0.089
H: -7.7682 1.5609 4.6990  0.104
H: -6.6327 2.2400 5.8915  0.120
H: -5.9644 2.3202 3.0150  0.103
H: -5.5078 0.9090 3.9231  0.109
H: -3.6425 3.0400 2.4442  0.070
H: -2.9950 1.6800 3.4079  0.078
H: -2.7518 3.4403 3.7328  0.084
C: -5.8947 4.1180 -5.9509  -0.113
O: -5.4702 3.7191 -4.6736  -0.189
C: -5.2610 2.3182 -4.5419  -0.178
C: -4.8954 2.0734 -3.0459  -0.218
O: -5.9829 2.3525 -2.2255  -0.173
C: -5.9048 1.9644 -0.8411  -0.057
H: -6.8012 3.5790 -6.2266  0.084
H: -5.1275 3.8149 -6.6634  0.082
H: -6.0381 5.1984 -5.9389  0.092
H: -4.4661 1.9796 -5.2064  0.120
H: -6.1902 1.7574 -4.6424  0.120
H: -4.0210 2.6405 -2.7267  0.125
H: -4.6241 1.0184 -3.0058  0.099
H: -5.0807 2.4590 -0.3270  0.065
H: -5.6683 0.9006 -0.8221  0.073
H: -6.8411 2.2777 -0.3792  0.087
C: 1.1367 -0.2608 -5.6359  -0.094
O: 1.4948 -1.5714 -5.2011  -0.163
C: 2.7594 -1.5272 -4.6533  -0.255
C: 3.1823 -2.8557 -4.0324  -0.190
O: 3.1954 -3.8662 -5.0524  -0.172
C: 3.7235 -5.1631 -4.6748  -0.083
H: 1.8798 0.2001 -6.2867  0.095
H: 0.9446 0.3658 -4.7649  0.067
H: 0.2002 -0.3745 -6.1820  0.087
H: 2.8484 -0.7205 -3.9257  0.109
H: 3.4163 -1.3946 -5.5130  0.128
H: 2.4252 -3.0925 -3.2848  0.114
H: 4.1887 -2.8395 -3.6140  0.090
H: 4.7463 -5.1054 -4.3022  0.064
H: 3.6875 -5.9800 -5.3955  0.086
H: 3.2672 -5.4935 -3.7417  0.074
C: -5.1071 -1.4488 1.8899  -0.086
O: -6.2657 -0.6306 2.0418  -0.190
C: -7.3204 -1.0677 1.2915  -0.226
C: -8.3845 0.0443 1.3918  -0.220
O: -8.8522 0.2529 2.6562  -0.199
C: -9.9260 -0.5779 3.1169  -0.061
H: -4.7385 -1.6332 0.8808  0.084
H: -5.1452 -2.3013 2.5680  0.094
H: -4.2934 -0.9281 2.3949  0.070
H: -7.6282 -2.0451 1.6629  0.125
H: -6.9683 -1.2241 0.2718  0.105
H: -9.1567 -0.1380 0.6444  0.128
H: -7.8385 0.9519 1.1343  0.105
H: -9.8724 -1.5416 2.6105  0.077
H: -10.7961 -0.0871 2.6807  0.090
H: -9.9567 -0.7973 4.1842  0.092
C: 5.1239 -0.7086 1.5592  -0.065
O: 5.1641 0.2458 2.6704  -0.207
C: 5.8737 1.4769 2.3724  -0.137
C: 7.4208 1.2536 2.5122  -0.222
O: 7.7527 1.1613 3.8727  -0.179
C: 9.0692 0.6754 4.0174  -0.107
H: 4.6195 -1.6274 1.8582  0.084
H: 6.1574 -0.9166 1.2822  0.073
H: 4.6702 -0.2751 0.6679  0.060
H: 5.5379 2.2512 3.0623  0.125
H: 5.6559 1.8803 1.3835  0.107
H: 7.9948 2.1174 2.1769  0.116
H: 7.8216 0.4737 1.8647  0.109
H: 9.7654 1.3599 3.5326  0.087
H: 9.0806 -0.2912 3.5137  0.084
H: 9.3436 0.4849 5.0549  0.090
C: 7.3157 1.5213 -1.3437  -0.071
O: 6.7931 0.2548 -0.9644  -0.196
C: 5.7659 -0.2216 -1.7866  -0.223
C: 6.1461 -0.4592 -3.2722  -0.194
O: 7.3086 -1.2335 -3.3013  -0.156
C: 7.0272 -2.6380 -3.2046  -0.065
H: 8.0973 1.3384 -2.0811  0.094
H: 7.6390 1.9261 -0.3847  0.078
H: 6.5526 2.1812 -1.7564  0.095
H: 4.8046 0.2804 -1.6771  0.107
H: 5.5734 -1.1872 -1.3190  0.101
H: 6.2693 0.5231 -3.7284  0.122
H: 5.3213 -0.8539 -3.8654  0.101
H: 6.6428 -3.0314 -4.1456  0.092
H: 6.3431 -2.8988 -2.3970  0.065
H: 8.0228 -3.0740 -3.1229  0.097
C: 2.0036 -0.8920 -1.0168  -0.061
O: 1.2530 -0.1615 -0.0324  -0.198
C: -0.1426 -0.5568 0.0175  -0.145
C: -1.0233 -0.0042 1.1550  -0.168
O: -1.4709 1.3088 0.8558  -0.230
C: -2.6456 1.4341 0.0326  -0.072
H: 1.6067 -0.7205 -2.0174  0.085
H: 1.9808 -1.9391 -0.7149  0.078
H: 3.0520 -0.6246 -0.8848  0.058
H: -0.1861 -1.6264 0.2230  0.097
H: -0.6389 -0.3370 -0.9277  0.105
H: -0.6058 -0.0230 2.1617  0.121
H: -1.9272 -0.6021 1.2711  0.097
H: -3.4783 0.8794 0.4651  0.076
H: -2.3672 1.1110 -0.9705  0.076
H: -2.9417 2.4808 0.1023  0.081

Forces on atoms 1 to 3 (eV/Å):
C -0.161 -0.883 1.013
C 0.825 -0.288 -0.551
O -0.567 0.965 2.434

- LUMO level: 0.019 eV
- F_max: 0.0855 Eh/bohr